Density functional theory data (ωB97M-V/def2-TZVPD) for a cluster of 2 separate species, C28H32N3O7 in total.

Calculated values
E: -1777.20324 Ha
gap between HOMO and LUMO: 5.0 eV
highest occupied orbital energy: -3.2 eV
charge: -1

Element x y z (Å)
C (-6.139, 2.512, -1.158)
N (-5.129, 2.748, -0.148)
C (-5.356, 3.924, 0.671)
C (-3.854, 2.175, -0.223)
C (-2.938, 2.529, -1.238)
C (-1.629, 2.090, -1.186)
C (-1.187, 1.261, -0.124)
C (0.194, 0.873, 0.081)
C (1.265, 1.704, -0.071)
C (2.590, 1.088, -0.186)
O (2.774, -0.132, -0.229)
N (3.685, 1.955, -0.261)
C (5.005, 1.375, -0.384)
C (3.610, 3.360, -0.241)
O (4.592, 4.097, -0.304)
N (2.325, 3.902, -0.142)
C (2.285, 5.346, -0.081)
C (1.140, 3.171, 0.046)
O (0.098, 3.772, 0.313)
C (-2.142, 0.818, 0.810)
C (-3.449, 1.250, 0.766)
H (-5.951, 1.554, -1.654)
H (-7.122, 2.476, -0.674)
H (-6.171, 3.314, -1.912)
H (-4.571, 4.003, 1.436)
H (-5.364, 4.845, 0.060)
H (-6.337, 3.831, 1.157)
H (-3.264, 3.204, -2.033)
H (-0.916, 2.382, -1.962)
H (0.376, -0.134, 0.461)
H (5.703, 2.209, -0.418)
H (5.213, 0.728, 0.473)
H (5.065, 0.776, -1.298)
H (1.242, 5.644, -0.057)
H (2.806, 5.694, 0.815)
H (2.800, 5.753, -0.952)
H (-1.802, 0.146, 1.604)
H (-4.180, 0.912, 1.497)
C (4.704, -3.983, 0.028)
C (3.822, -3.475, 1.124)
O (2.640, -3.019, 0.428)
C (1.689, -2.579, 1.263)
C (0.362, -2.351, 0.655)
C (0.190, -2.218, -0.810)
O (-0.627, -1.483, -1.372)
O (0.997, -2.990, -1.534)
C (0.804, -2.847, -2.965)
C (1.961, -3.600, -3.547)
C (-0.793, -2.529, 1.460)
C (-2.087, -2.270, 0.927)
C (-3.238, -2.442, 1.688)
C (-3.148, -2.938, 2.995)
C (-1.889, -3.225, 3.538)
C (-0.735, -2.993, 2.805)
O (1.957, -2.422, 2.459)
H (5.665, -4.296, 0.429)
H (4.239, -4.840, -0.468)
H (4.875, -3.202, -0.719)
H (3.541, -4.274, 1.822)
H (4.287, -2.645, 1.672)
H (-0.166, -3.282, -3.251)
H (0.834, -1.782, -3.237)
H (1.941, -3.564, -4.636)
H (2.899, -3.146, -3.209)
H (1.954, -4.647, -3.225)
H (-2.153, -1.950, -0.107)
H (-4.193, -2.204, 1.216)
H (-4.057, -3.113, 3.568)
H (-1.785, -3.656, 4.529)
H (0.243, -3.193, 3.219)

=====

Density functional theory data (ωB97M-V/def2-TZVPD) for a structure of composition C34H31Cl4N3O11PdSi.

Calculated values
E: -4564.18163 Ha
gap between HOMO and LUMO (spin up / spin down): 7.2 / 7.6 eV
highest occupied orbital energy (spin up / spin down): -3.3 / -3.8 eV
charge: -2
expectation value of S²: 2.004
spin multiplicity: 3

Element x y z (Å)
Pd (-0.824, -2.129, -0.840)
C (3.824, 2.122, -0.226)
C (4.424, 1.221, 0.757)
C (5.288, 1.680, 1.730)
C (5.776, 0.912, 2.727)
Cl (6.730, 1.586, 4.063)
C (5.567, -0.479, 2.846)
C (4.624, -0.969, 1.908)
C (4.161, -0.165, 0.884)
O (3.376, -0.553, -0.145)
C (3.192, -1.905, -0.458)
C (2.159, -2.656, 0.437)
O (2.627, -3.558, 1.178)
O (0.957, -2.333, 0.457)
H (4.414, 2.986, -0.206)
H (2.747, 2.347, -0.016)
H (3.718, 1.797, -1.268)
H (5.599, 2.708, 1.712)
H (5.956, -1.122, 3.669)
H (4.249, -2.018, 1.910)
H (4.133, -2.429, -0.464)
H (2.739, -1.963, -1.453)
Cl (-3.082, -0.105, -5.302)
C (-3.311, -1.495, -4.208)
Cl (-3.325, -3.015, -5.146)
C (-2.267, -1.630, -3.101)
O (-1.114, -1.253, -3.285)
O (-2.743, -2.171, -2.021)
H (-4.304, -1.420, -3.710)
O (-1.052, -0.232, 0.127)
Si (-1.113, 1.291, -0.421)
C (-2.734, 1.720, -1.303)
C (-3.744, 0.762, -1.260)
C (-5.046, 1.005, -1.823)
C (-5.272, 2.203, -2.504)
C (-4.195, 3.056, -2.786)
C (-2.967, 2.843, -2.146)
C (0.275, 1.834, -1.566)
C (0.302, 3.256, -1.681)
C (1.354, 3.743, -2.435)
C (2.292, 2.996, -3.121)
C (2.212, 1.615, -2.955)
C (1.186, 1.013, -2.209)
C (-1.137, 2.258, 1.171)
C (-2.125, 3.190, 1.698)
C (-2.082, 3.528, 3.018)
C (-1.020, 3.102, 3.899)
C (-0.072, 2.239, 3.431)
C (-0.129, 1.849, 2.066)
H (-3.593, -0.143, -0.630)
H (-5.898, 0.379, -1.506)
H (-6.272, 2.488, -2.896)
H (-4.277, 3.954, -3.466)
H (-2.209, 3.600, -2.304)
H (-0.328, 3.933, -1.061)
H (1.591, 4.806, -2.440)
H (3.037, 3.440, -3.761)
H (2.950, 0.937, -3.545)
H (1.145, -0.062, -2.108)
H (-2.852, 3.637, 0.962)
H (-2.789, 4.192, 3.448)
H (-0.936, 3.537, 4.895)
H (0.774, 1.940, 3.994)
H (0.640, 1.162, 1.730)
O (1.339, -5.670, -2.831)
Cl (0.781, -4.362, -2.883)
O (0.078, -4.170, -4.132)
O (1.808, -3.371, -2.683)
O (-0.225, -4.238, -1.751)
C (-2.851, -0.809, 3.597)
N (-2.128, -1.997, 3.060)
C (-1.374, -2.806, 3.775)
C (-0.724, -3.775, 3.144)
C (-0.765, -3.882, 1.691)
N (-1.632, -3.126, 1.035)
C (-2.417, -2.216, 1.652)
O (-3.376, -1.726, 1.166)
N (-0.068, -4.909, 1.067)
H (-2.915, -0.128, 2.813)
H (-2.279, -0.343, 4.412)
H (-3.833, -0.964, 3.871)
H (-1.280, -2.475, 4.818)
H (-0.127, -4.478, 3.733)
H (0.927, -4.869, 1.472)
H (-0.142, -4.744, 0.037)

=====

Density functional theory data (ωB97M-V/def2-TZVPD) for a cluster of 11 separate species, C9H37FN17O11 in total.

Calculated values
E: -2224.01943 Ha
gap between HOMO and LUMO: 9.2 eV
highest occupied orbital energy: -7.1 eV
charge: -1

Element x y z (Å)
N (0.214, -0.613, 0.882)
H (1.207, -0.490, 0.608)
H (-0.183, 0.083, 0.199)
H (-0.106, -0.238, 1.793)
H (-0.173, -1.567, 0.714)
F (-0.264, 1.041, -1.190)
O (-1.312, 0.861, 5.201)
C (-0.801, 0.604, 3.959)
O (-0.444, 1.560, 3.214)
O (-0.829, -0.613, 3.585)
H (-1.574, -0.031, 5.475)
C (-4.117, 0.779, 1.783)
O (-5.271, 0.807, 1.348)
N (-3.470, 1.847, 2.357)
N (-3.323, -0.344, 1.820)
H (-3.883, 2.752, 2.453)
H (-2.497, 1.743, 2.615)
H (-3.448, -1.288, 1.524)
H (-2.444, -0.252, 2.310)
C (-2.980, 1.396, -3.545)
O (-3.772, 1.481, -4.469)
N (-3.105, 0.452, -2.536)
N (-1.786, 2.081, -3.436)
H (-2.428, 0.454, -1.788)
H (-3.991, -0.004, -2.436)
H (-1.614, 2.847, -4.055)
H (-1.182, 1.806, -2.679)
C (0.048, 4.623, -0.026)
O (0.186, 5.744, 0.478)
N (-0.980, 3.800, 0.371)
N (1.026, 3.987, -0.748)
H (-1.702, 4.265, 0.888)
H (-1.161, 2.932, -0.111)
H (0.881, 3.018, -0.994)
H (1.897, 4.426, -0.966)
C (0.736, -1.638, -4.037)
O (0.613, -2.085, -5.192)
N (-0.006, -0.558, -3.596)
N (1.642, -2.159, -3.143)
H (0.212, -0.107, -2.716)
H (-0.734, -0.255, -4.219)
H (1.838, -1.691, -2.271)
H (2.119, -2.935, -3.562)
C (3.302, 0.147, -0.777)
O (2.490, -0.793, -0.657)
N (4.593, 0.075, -0.343)
N (2.900, 1.366, -1.250)
H (4.847, -0.778, 0.120)
H (5.232, 0.826, -0.504)
H (1.884, 1.412, -1.349)
H (3.354, 2.253, -1.156)
C (3.326, 2.369, 2.886)
O (4.547, 2.290, 2.832)
N (2.623, 3.373, 2.253)
N (2.492, 1.469, 3.482)
H (1.655, 3.613, 2.369)
H (3.168, 3.966, 1.656)
H (1.487, 1.511, 3.365)
H (2.903, 0.761, 4.060)
C (1.875, -4.382, 0.614)
O (1.499, -4.234, 1.770)
N (1.063, -4.718, -0.452)
N (3.230, -4.362, 0.319)
H (0.128, -4.340, -0.573)
H (1.619, -4.841, -1.277)
H (3.882, -4.270, 1.073)
H (3.602, -4.563, -0.588)
C (-2.118, -3.244, -0.338)
O (-1.007, -2.926, 0.105)
N (-3.064, -3.994, 0.341)
N (-2.509, -2.876, -1.584)
H (-3.942, -3.524, 0.545)
H (-2.848, -4.411, 1.238)
H (-3.399, -3.269, -1.831)
H (-1.853, -2.427, -2.210)

=====

Density functional theory data (ωB97M-V/def2-TZVPD) for a cluster of 9 separate species, C17H52N8O9 in total.

Calculated values
E: -1793.95247 Ha
structure (SMILES): NC(N)=O.NC(N)=O.NC(N)=O.NC(N)=O.CC(C)O.CC(C)O.CC(C)O.CC(C)O.CO
energy relative to the best compared isomer or geometry (same formula, charge and spin): 222.4 kcal/mol
gap between HOMO and LUMO: 8.5 eV
highest occupied orbital energy: -8.3 eV
charge: 0

Element x y z (Å)
N (4.546, 16.160, -18.191)
C (4.559, 17.378, -17.773)
N (5.750, 17.873, -17.711)
O (3.436, 18.047, -17.382)
H (3.600, 15.928, -18.377)
H (5.297, 15.624, -18.596)
H (5.692, 18.826, -17.228)
H (6.664, 17.345, -17.730)
N (7.871, 12.753, -19.291)
C (6.827, 13.436, -19.682)
N (6.145, 12.831, -20.584)
O (6.554, 14.726, -19.365)
H (8.392, 13.241, -18.558)
H (8.030, 11.808, -19.415)
H (5.536, 13.480, -21.099)
H (6.421, 11.948, -21.022)
N (10.404, 15.988, -20.529)
C (10.449, 15.919, -19.235)
N (10.459, 17.131, -18.714)
O (10.423, 14.688, -18.602)
H (10.272, 15.039, -20.923)
H (10.068, 16.885, -20.976)
H (10.853, 17.191, -17.726)
H (10.558, 18.050, -19.161)
N (7.894, 17.141, -15.388)
C (8.342, 17.684, -16.470)
N (8.227, 16.831, -17.428)
O (8.882, 18.926, -16.607)
H (8.383, 17.571, -14.592)
H (7.218, 16.347, -15.338)
H (8.951, 17.049, -18.121)
H (8.198, 15.826, -17.257)
C (7.600, 16.275, -21.960)
C (7.206, 17.196, -20.789)
C (7.692, 18.619, -20.944)
O (5.981, 17.274, -20.681)
H (8.675, 16.340, -22.140)
H (7.143, 16.683, -22.873)
H (7.329, 15.221, -21.789)
H (7.563, 16.749, -19.881)
H (8.759, 18.577, -20.999)
H (7.590, 19.103, -19.989)
H (7.191, 19.285, -21.693)
H (5.782, 17.496, -19.777)
C (8.638, 12.442, -22.916)
C (9.968, 12.782, -22.213)
C (10.784, 13.672, -23.158)
O (9.835, 13.403, -21.104)
H (8.167, 13.371, -23.170)
H (7.977, 11.823, -22.295)
H (8.715, 11.823, -23.811)
H (10.514, 11.823, -22.172)
H (10.449, 14.694, -23.173)
H (10.887, 13.323, -24.156)
H (11.825, 13.833, -22.793)
H (9.021, 13.205, -20.685)
C (3.515, 19.262, -20.413)
C (2.082, 19.611, -20.216)
C (1.231, 18.940, -21.278)
O (1.578, 19.244, -19.125)
H (4.260, 19.683, -19.731)
H (3.902, 19.268, -21.446)
H (3.602, 18.176, -20.311)
H (2.131, 20.723, -20.261)
H (1.391, 17.851, -21.427)
H (1.433, 19.482, -22.236)
H (0.145, 19.043, -21.143)
H (2.158, 19.736, -18.531)
C (3.016, 15.726, -22.698)
C (3.689, 15.201, -21.477)
C (3.040, 14.032, -20.690)
O (4.865, 14.869, -21.752)
H (1.999, 16.045, -22.633)
H (3.011, 14.943, -23.492)
H (3.630, 16.565, -22.996)
H (3.720, 16.002, -20.794)
H (3.465, 13.961, -19.629)
H (3.177, 13.043, -21.130)
H (1.952, 14.161, -20.662)
H (5.362, 15.693, -21.714)
C (6.444, 21.257, -17.659)
O (5.852, 20.529, -16.648)
H (6.134, 22.267, -17.712)
H (6.251, 20.801, -18.593)
H (7.538, 21.305, -17.569)
H (6.182, 20.828, -15.781)

=====

Density functional theory data (ωB97M-V/def2-TZVPD) for a cluster of 2 separate species, C9H14O in total.

Calculated values
E: -426.49571 Ha
structure (SMILES): Cc1ccc(O)cc1.CC
energy relative to the best compared isomer or geometry (same formula, charge and spin): 48.4 kcal/mol
gap between HOMO and LUMO: 9.0 eV
highest occupied orbital energy: -8.2 eV
charge: 0

Element x y z (Å)
C (-0.934, 2.086, -2.240)
C (-0.301, 0.807, -1.858)
C (-1.020, -0.338, -2.095)
C (-0.838, -1.368, -1.193)
C (0.006, -1.298, -0.105)
O (0.376, -2.237, 0.801)
C (1.010, -0.302, -0.106)
C (0.815, 0.781, -0.985)
H (-0.051, 2.891, -2.228)
H (-1.804, 2.437, -1.764)
H (-1.294, 1.974, -3.305)
H (-1.654, -0.259, -2.900)
H (-1.439, -2.266, -1.091)
H (-0.308, -2.795, 1.076)
H (1.796, -0.388, 0.636)
H (1.516, 1.652, -0.945)
C (0.180, 1.401, 2.823)
C (0.671, -0.026, 3.325)
H (1.049, 2.124, 2.745)
H (-0.358, 1.321, 1.866)
H (-0.389, 1.727, 3.708)
H (1.615, -0.504, 2.845)
H (-0.197, -0.682, 3.250)
H (0.974, 0.200, 4.299)

=====

Density functional theory data (ωB97M-V/def2-TZVPD) for a cluster of 2 separate species, C4H14N2O in total.

Calculated values
E: -345.23028 Ha
energy relative to the best compared isomer or geometry (same formula, charge and spin): 8.7 kcal/mol
gap between HOMO and LUMO (spin up / spin down): 12.3 / 6.8 eV
highest occupied orbital energy (spin up / spin down): -15.2 / -14.7 eV
charge: +1
expectation value of S²: 0.757
spin multiplicity: 2

Element x y z (Å)
C (-1.158, 1.144, -0.923)
C (-0.371, -0.136, -1.242)
C (-1.252, -1.327, -1.570)
N (0.623, -0.387, -0.191)
C (1.708, 0.465, -0.084)
N (1.524, 1.555, 0.894)
H (-1.941, 1.289, -1.659)
H (-1.702, 0.981, 0.019)
H (-0.531, 2.009, -0.769)
H (0.221, 0.034, -2.147)
H (-0.662, -2.244, -1.655)
H (-2.009, -1.536, -0.808)
H (-1.758, -1.182, -2.516)
H (0.114, -0.521, 0.690)
H (2.604, -0.106, 0.243)
H (2.063, 0.894, -1.025)
H (2.429, 1.749, 1.321)
H (0.958, 1.244, 1.686)
H (-1.062, -1.470, 1.696)
H (-0.606, -1.760, 3.112)
O (-0.811, -1.024, 2.514)